DFT (the ωB97M-V functional and the def2-TZVPD basis) results for a molecular structure, C31H48N5O3P2Pd.

The geometry in XYZ format:
```
90
Properties=species:S:1:pos:R:3:forces:R:3:mulliken_spin:R:1
Pd -0.555957 0.422850 -0.218289 -0.39 -0.26 -0.83 0.1776
C 4.549396 0.076297 0.364678 0.02 0.07 -0.11 -0.0017
N 3.934270 1.406854 0.386797 0.05 -0.08 0.24 0.0008
C 4.838173 2.497103 0.734610 0.01 0.01 -0.12 0.0001
P 2.317139 1.458572 0.576223 0.10 -0.06 -0.15 -0.0193
O 1.615675 0.652415 -0.468755 0.02 0.12 0.51 0.0247
O 1.957453 3.025373 0.413390 -0.08 -0.08 -0.06 0.0026
P 0.682562 3.472648 -0.531656 -0.10 0.10 0.17 0.0018
O -0.533315 2.715269 -0.122969 0.15 -0.10 -0.17 -0.0073
N 1.201373 3.247637 -2.056187 0.03 -0.14 -0.05 -0.0019
C 2.620483 3.296666 -2.402408 -0.06 0.00 -0.06 0.0003
C 0.389967 2.470522 -2.995193 0.01 0.08 -0.04 0.0050
N 0.519135 5.065545 -0.235893 -0.03 0.04 0.07 -0.0002
C 1.365490 6.070258 -0.868311 -0.03 -0.02 0.01 0.0002
C -0.033931 5.466473 1.059026 0.04 0.02 -0.03 0.0006
N 1.923092 1.041588 2.124259 0.02 0.17 0.04 0.0018
C 2.841972 1.448110 3.190966 -0.03 -0.08 0.03 0.0008
C 0.521483 1.162796 2.547443 0.13 -0.05 -0.01 0.0084
H 4.976776 -0.179367 1.339254 -0.01 0.01 0.01 0.0002
H 5.345644 0.057738 -0.380356 0.01 0.01 0.00 -0.0001
H 3.810930 -0.675420 0.091109 -0.02 0.02 -0.02 0.0058
H 5.414079 2.262995 1.634523 -0.01 0.00 0.00 0.0001
H 4.282979 3.416198 0.904501 0.00 0.00 0.00 0.0002
H 5.541719 2.662871 -0.083266 0.01 -0.01 0.00 -0.0001
H 3.193843 3.817283 -1.638844 -0.01 0.03 0.00 0.0001
H 2.747936 3.826167 -3.347968 0.00 0.00 -0.01 -0.0001
H 3.020663 2.284282 -2.507421 0.00 -0.01 0.02 0.0002
H -0.622295 2.355542 -2.616109 0.00 0.01 0.02 -0.0019
H 0.825669 1.478009 -3.138202 -0.01 -0.01 0.04 -0.0005
H 0.342462 2.986504 -3.955260 0.03 0.00 -0.01 -0.0003
H 1.628709 5.764321 -1.877466 -0.01 -0.01 0.00 0.0000
H 2.279805 6.255005 -0.294371 0.00 -0.01 0.00 0.0000
H 0.808826 7.005117 -0.933726 0.00 0.00 0.00 0.0000
H -0.697410 4.691872 1.435437 -0.01 -0.01 -0.02 -0.0002
H -0.612368 6.381160 0.929437 0.00 0.00 -0.01 0.0000
H 0.756392 5.655848 1.792284 0.01 0.00 -0.01 0.0000
H 3.875544 1.351923 2.872152 -0.01 -0.03 0.01 -0.0002
H 2.693272 0.792143 4.048932 -0.02 0.01 0.01 0.0001
H 2.662329 2.480049 3.511563 0.00 0.00 -0.01 -0.0002
H -0.149694 0.871933 1.726523 0.11 0.07 0.56 0.0002
H 0.286769 2.189745 2.844075 -0.01 0.01 0.00 -0.0007
H 0.347550 0.499682 3.395706 0.01 -0.02 0.01 0.0076
C -3.099948 -2.749851 -0.895739 -0.08 0.05 0.08 0.0607
N -3.035568 -2.891699 0.588158 -0.56 0.38 -0.06 0.0160
C -4.177167 -3.694531 1.094315 0.04 0.04 -0.06 0.0029
C -2.872069 -1.573086 1.351239 -0.20 0.08 0.05 0.0309
C -3.421569 -0.388652 0.613918 0.05 -0.40 0.18 -0.0695
C -4.791801 -0.126001 0.690196 -0.06 0.03 -0.03 0.0035
C -5.360769 0.895840 -0.050487 0.15 0.00 -0.03 -0.0025
C -4.535915 1.663162 -0.867680 -0.01 -0.09 0.08 0.0046
C -3.170056 1.417071 -0.909295 -0.09 0.04 -0.04 -0.0285
C -2.572579 0.392257 -0.164640 0.38 0.17 -0.24 0.1233
H -2.990042 -3.742508 -1.328206 -0.04 -0.02 0.00 0.0018
H -2.288246 -2.107572 -1.222317 -0.06 -0.03 0.03 -0.0425
H -4.056056 -2.313637 -1.172364 -0.02 -0.01 0.01 0.0021
H -2.175398 -3.425957 0.774689 -0.12 -0.01 0.11 -0.0238
H -5.095673 -3.133865 0.937352 -0.01 0.01 0.00 0.0002
H -4.034501 -3.895109 2.153101 0.02 0.02 0.01 -0.0006
H -4.222743 -4.634355 0.548783 0.01 0.00 -0.02 -0.0008
H -1.805482 -1.460065 1.529005 -0.11 0.01 -0.03 -0.0290
H -3.382835 -1.721319 2.301455 0.03 -0.04 0.04 0.0024
H -5.415322 -0.721614 1.350913 0.01 0.01 -0.02 -0.0005
H -6.422133 1.095776 0.012863 0.01 0.01 0.00 0.0000
H -4.952191 2.470970 -1.457252 -0.01 -0.03 0.00 -0.0001
H -2.559399 2.063981 -1.526328 0.03 0.00 0.03 -0.0026
C -0.741695 -5.757305 2.530261 -0.02 -0.01 -0.04 0.1739
C -0.094146 -4.786913 3.298000 0.00 0.03 0.00 -0.0801
C 0.290483 -3.588691 2.734964 0.00 -0.02 0.05 0.1766
C 0.021315 -3.298136 1.377912 0.19 0.10 0.05 -0.0578
C -0.616643 -4.301375 0.610116 0.52 -0.36 -0.10 0.1918
C -0.977864 -5.512122 1.182148 -0.03 -0.07 0.07 -0.0823
C 0.411279 -2.055033 0.805708 0.28 -0.15 0.01 0.3673
C -0.076439 -1.520612 -0.429499 -0.31 0.57 -0.16 0.2186
C 0.229887 -1.952346 -1.737510 0.16 -0.18 -0.02 0.1997
C -0.389288 -1.393433 -2.885548 0.03 0.00 -0.01 0.1785
C -0.083183 -1.844718 -4.152553 0.01 -0.03 -0.02 -0.1049
C 0.838789 -2.874822 -4.338093 -0.01 0.01 0.05 0.2107
C 1.460047 -3.444418 -3.227506 0.00 0.01 -0.03 -0.0954
C 1.169545 -2.997451 -1.954856 -0.04 0.04 0.00 0.2486
H -1.027807 -6.701564 2.973816 0.00 0.01 -0.01 0.0120
H 0.113757 -4.979601 4.342980 0.00 0.00 -0.02 -0.0011
H 0.808759 -2.847734 3.334038 -0.03 -0.01 -0.01 0.0106
H -0.723091 -4.154336 -0.459904 -0.02 0.00 0.04 0.0160
H -1.434694 -6.276907 0.564998 0.01 -0.01 0.01 -0.0022
H 1.114559 -1.455241 1.382165 0.00 0.02 0.01 0.0958
H -1.121991 -0.606507 -2.745670 0.00 0.04 0.00 0.0401
H -0.565964 -1.397340 -5.012832 -0.02 -0.01 0.02 -0.0027
H 1.066577 -3.230410 -5.334002 0.01 0.01 0.01 0.0147
H 2.180050 -4.242013 -3.365216 0.00 0.02 0.01 -0.0023
H 1.670672 -3.428814 -1.095808 -0.01 -0.03 -0.02 0.0213
```
Forces are in eV/Å.

Summary:
HOMO level (spin up / spin down) = -8.335 / -10.505 eV
net charge = +1
<S²> = 2.064
spin multiplicity = 3
gap between HOMO and LUMO (spin up / spin down) = 6.86 / 7.29 eV
calculated total energy = -68573.1649 eV

=====

DFT (the ωB97M-V functional and the def2-TZVPD basis) results for a molecular structure, C31H48O3P2Pt in a non-equilibrium geometry.

The geometry in XYZ format:
```
85
Properties=species:S:1:pos:R:3:forces:R:3:mulliken_spin:R:1
Pt -0.040004 4.086490 1.651259 2.32 -3.04 -0.39 0.5208
C 1.397462 -1.131464 2.970374 -0.13 0.26 -0.05 0.3695
C 0.045321 -0.731103 3.116165 0.16 -0.04 -0.27 0.3733
C 0.071742 -2.750703 2.025758 -0.08 -0.46 -0.26 0.3207
C 1.412065 -2.400620 2.346501 0.31 -0.40 -0.07 0.3054
C -0.777700 -1.715678 2.508132 -0.04 0.21 0.01 0.3068
C 2.570907 -0.322553 3.347567 0.28 0.16 0.28 0.0086
H 2.337645 0.306536 4.209817 0.15 -0.06 -0.04 0.0076
H 2.866160 0.356178 2.533586 -0.08 -0.15 0.04 0.0298
H 3.443438 -0.937073 3.583026 -0.14 0.10 -0.02 0.0056
C 2.585912 -3.255504 2.093506 0.41 0.16 -0.06 0.0169
H 3.515281 -2.731946 2.353508 -0.23 -0.24 -0.17 -0.0047
H 2.615460 -3.555024 1.033495 -0.04 0.00 0.18 0.0265
H 2.542465 -4.172449 2.702908 -0.09 0.16 -0.20 0.0290
C -0.315176 -3.982715 1.314904 -0.38 -0.17 0.03 0.0118
H -0.018456 -4.881642 1.875789 0.08 0.22 -0.05 0.0292
H 0.165719 -4.050992 0.325509 0.07 0.16 0.07 0.0298
H -1.397542 -4.025016 1.184387 0.12 -0.10 -0.07 -0.0046
C -2.250368 -1.637630 2.401699 -0.46 -0.11 -0.10 0.0259
H -2.711582 -1.652096 3.399785 0.09 0.06 -0.15 0.0243
H -2.682791 -2.469944 1.834547 0.19 0.21 0.14 -0.0018
H -2.567664 -0.701915 1.911341 0.14 -0.20 0.18 0.0168
C -0.401554 0.512108 3.775958 -0.11 0.51 0.25 -0.0667
H 0.290757 0.797049 4.575906 -0.15 -0.03 -0.14 0.0136
H -1.390242 0.394344 4.221715 -0.01 0.02 -0.06 0.0041
H -0.456689 1.376918 3.080526 0.05 -0.45 0.13 0.0985
C 0.106206 5.968539 0.879639 -0.03 2.21 1.23 0.1574
C 0.059386 5.966100 2.341797 0.19 2.15 -1.07 0.0544
C -1.184352 6.256278 3.162155 0.12 0.00 0.83 -0.0002
C -2.234328 5.102096 3.251039 0.31 -0.09 0.70 0.0201
C -1.949472 3.913932 2.365391 -2.10 0.34 -1.16 0.1589
C -1.947570 4.128366 0.929794 -1.88 -0.17 0.89 -0.0005
C -2.334218 5.493219 0.372906 0.02 -0.04 -0.41 0.0328
C -1.100987 6.362697 0.053784 0.39 -0.52 -0.69 -0.0162
H -1.651715 7.206191 2.862324 0.18 -0.29 -0.07 0.0031
H -3.232914 5.504842 3.044922 0.09 -0.24 0.06 0.0034
H -0.826539 6.388216 4.196342 -0.18 0.27 -0.45 0.0016
H -1.316274 7.434011 0.163153 0.09 -0.23 0.16 0.0035
H 1.091178 6.149632 0.430166 -0.28 -0.17 0.13 0.0242
H 0.998054 6.255261 2.828881 -0.12 -0.52 -0.06 0.0150
H -0.843558 6.215859 -1.006483 -0.02 0.11 0.32 0.0014
H -2.880926 5.334993 -0.561750 0.01 0.03 0.20 -0.0004
H -2.151409 3.261312 0.290392 0.26 0.16 0.14 0.0103
H -3.019581 6.016576 1.050037 0.21 -0.25 -0.04 0.0016
H -2.227149 4.736155 4.287412 -0.21 0.19 -0.30 0.0009
H -2.309994 2.943930 2.731459 0.59 0.17 -0.09 0.0126
P 1.127373 0.378414 -1.493695 0.70 0.30 -0.44 0.4388
P -1.558156 0.117938 -1.108623 -1.06 -0.99 -1.75 0.2663
C 0.309040 0.356774 -3.140544 -0.02 -0.19 -0.58 0.0581
C -1.216445 0.411429 -2.915632 0.26 0.83 0.45 -0.0205
H 0.569959 -0.579162 -3.658855 -0.01 0.17 0.36 -0.0076
H 0.663210 1.199988 -3.746143 0.02 -0.01 0.35 0.0115
H -1.642109 1.390703 -3.174059 0.19 -0.21 -0.12 -0.0017
H -1.736386 -0.369900 -3.474829 0.04 0.16 0.00 0.0049
C -1.733099 -1.702675 -1.286805 0.92 -0.76 0.68 0.0276
H -2.778486 -1.989676 -1.432207 0.21 0.19 0.01 0.0056
H -1.359516 -2.172934 -0.368953 -0.12 -0.20 -0.29 0.0045
H -1.123379 -2.093547 -2.127687 -0.09 0.27 0.50 -0.0074
C -3.379130 0.500795 -1.043370 -0.19 0.64 0.45 0.0858
H -3.673424 1.173047 -1.865723 0.16 -0.21 0.31 0.0041
H -3.584344 1.004772 -0.093148 -0.29 0.01 -0.14 0.0038
H -3.988328 -0.413942 -1.088192 0.30 0.39 -0.01 0.0055
C 2.654630 -0.519139 -1.058937 0.34 -0.08 -0.26 0.0865
H 2.727366 -0.584761 0.036912 -0.09 0.17 -0.23 -0.0145
H 3.532319 0.018115 -1.458597 -0.40 -0.13 0.20 0.0225
H 2.615983 -1.542987 -1.419692 -0.08 -0.09 0.03 -0.0181
C 1.843117 2.052137 -1.486465 -0.73 0.36 0.36 0.0204
H 1.875236 2.421092 -0.458962 0.28 0.17 0.01 0.0049
H 1.212862 2.711448 -2.086291 0.17 0.10 0.11 -0.0021
H 2.853028 1.994641 -1.901230 -0.19 0.16 0.05 0.0137
O -0.306769 -4.998997 -2.702918 -1.35 -0.83 0.35 0.0003
C 0.777427 -5.254533 -3.472979 1.20 -1.04 -1.18 0.0002
C 0.918738 -6.371234 -4.314501 0.28 0.91 0.54 -0.0002
C 2.101197 -6.484438 -5.051573 0.14 0.14 0.06 0.0000
C 3.123915 -5.524919 -4.958457 0.14 0.08 -0.02 0.0000
C 2.960072 -4.393547 -4.152353 -0.78 -0.59 0.28 0.0001
C 1.776328 -4.293940 -3.424131 -0.12 -0.02 -0.16 0.0020
C 1.268468 -3.080254 -2.718802 0.67 -0.42 -0.50 0.0047
O 1.460081 -3.013102 -1.472057 -0.69 0.69 -0.03 0.0175
O 0.662807 -2.313396 -3.511789 0.04 0.11 1.31 0.0020
H -0.927155 -5.750460 -2.753041 0.41 0.49 -0.06 0.0001
H 0.101937 -7.082471 -4.371697 0.18 -0.16 -0.17 0.0000
H 2.224084 -7.335685 -5.717267 0.03 0.15 0.14 0.0000
H 4.055713 -5.632446 -5.523812 -0.48 -0.12 0.13 0.0000
H 3.697435 -3.594907 -4.053922 -0.09 -0.34 -0.26 0.0000
```
Forces are in eV/Å.

Summary:
HOMO level (spin up / spin down) = -11.009 / -11.005 eV
net charge = +2
<S²> = 6.013
spin multiplicity = 5
gap between HOMO and LUMO (spin up / spin down) = 4.04 / 3.15 eV
calculated total energy = -60870.9164 eV
energy relative to the best compared isomer or geometry (same formula, charge and spin) = 111.3 kJ/mol